Record 1
DFT (wB97M-V/def2-TZVPD) results for the molecule C5H7N.

Its HOMO-LUMO gap is 9.89 eV. The largest force on an atom comes out at 7.91 eV/Å. The value obtained for the LUMO energy is 0.67 eV. The molar mass comes out at 81.118 g mol⁻¹. As for the SMILES: C#C[C@@H]1CN1C. The value obtained for the total energy is -6782.1923 eV.

Geometry (Å):
H 2.0479 -0.3306 0.9563
H 0.4467 1.8719 -0.5756
H 1.3832 1.7274 0.8553
H 2.0988 -1.7104 0.2712
C 0.7534 1.1134 0.0868
N 0.8766 -0.1054 -0.6091
H 2.9157 -0.4024 -0.5734
H -3.9623 -0.0723 -0.4176
C -1.5669 -0.0041 -0.1493
C -2.7816 -0.3187 0.0298
C 1.9721 -0.6750 -0.0232
C -0.1994 -0.0842 0.4557
H -0.1316 -0.5341 1.3481

Record 2
DFT (wB97M-V/def2-TZVPD) results for the molecule C5H7N.

Its HOMO-LUMO gap is 9.03 eV. The largest force on an atom comes out at 2.21 eV/Å. The value obtained for the LUMO energy is 0.85 eV. The molar mass comes out at 81.118 g mol⁻¹. As for the SMILES: CC#C[C@H]1CN1. The value obtained for the total energy is -6783.0770 eV.

Geometry (Å):
N 2.5707 -0.6626 -0.2006
C 1.5257 -0.0898 0.6466
H 1.1134 0.8841 0.9739
C 1.3337 -0.1842 -0.8273
H 1.5670 0.6833 -1.4434
H -2.6173 0.2906 1.1702
H 2.5973 -1.6697 -0.0382
C -0.0888 -0.4913 -0.7865
C -2.3801 0.5009 0.1222
H 1.0134 -0.8656 1.2078
H -2.4472 1.5848 -0.0239
C -1.0777 0.0067 -0.2785
H -3.1099 0.0127 -0.5222

Record 3
DFT (wB97M-V/def2-TZVPD) results for the molecule C5H7N.

Its HOMO-LUMO gap is 9.07 eV. The largest force on an atom comes out at 5.56 eV/Å. The value obtained for the LUMO energy is 1.26 eV. The molar mass comes out at 81.118 g mol⁻¹. As for the SMILES: C1[C@@H]2[C@H]1[C@@H]1N[C@H]21. The value obtained for the total energy is -6782.4881 eV.

Geometry (Å):
H -0.1453 -1.3699 -1.5779
H -0.4693 1.0476 -2.2055
C -0.5262 0.8164 -1.1435
H -1.0188 0.8645 1.5887
H -1.2684 1.3991 -0.6067
C -0.2938 -0.9418 0.6713
H -0.7376 -1.8125 1.0989
C 0.9157 -0.2420 1.1074
N -0.2885 0.2263 1.4556
H 1.7578 0.6644 -0.9723
C -0.2158 -0.6129 -0.8080
C 0.7844 0.4555 -0.5637
H 1.5058 -0.4947 1.9558

Record 4
DFT (wB97M-V/def2-TZVPD) results for the molecule C5H7N.

Its HOMO-LUMO gap is 9.77 eV. The largest force on an atom comes out at 2.13 eV/Å. The value obtained for the LUMO energy is 1.17 eV. The molar mass comes out at 81.118 g mol⁻¹. As for the SMILES: C1[C@@H]2[C@H]1[C@@H]1N[C@H]21. The value obtained for the total energy is -6784.4243 eV.

Geometry (Å):
C 0.7775 0.1966 -0.9794
H 1.1015 1.4332 0.6194
H 1.6936 -1.5966 0.1427
C -1.0930 0.4260 0.7309
H -0.9048 -1.8108 0.8289
C -0.4718 -0.8781 0.4362
H -0.6139 1.1224 1.4086
H -2.1700 0.3490 0.8566
C 1.0347 -0.7234 0.1121
H -1.4326 0.4059 -1.5067
H 1.1603 0.0658 -1.9776
C -0.7312 0.2018 -0.6995
N 1.6122 0.7888 0.0091

Record 5
DFT (wB97M-V/def2-TZVPD) results for the molecule C5H7N.

Its HOMO-LUMO gap is 9.00 eV. The largest force on an atom comes out at 2.29 eV/Å. The value obtained for the LUMO energy is 0.99 eV. The molar mass comes out at 81.118 g mol⁻¹. As for the SMILES: Cc1ccc[nH]1. The value obtained for the total energy is -6787.1395 eV.

Geometry (Å):
C -1.7274 0.7060 0.0851
C -0.3591 1.1455 0.2063
H -0.0388 -1.9915 -0.1192
H -2.6307 1.3098 0.0755
C 0.4267 0.0411 -0.0252
H 2.4201 -0.6978 0.4536
H -2.4838 -1.3690 -0.2091
C -1.6926 -0.6415 -0.1190
N -0.3698 -1.0447 -0.1782
H 0.1061 1.4822 1.1236
C 1.9102 0.0516 -0.1558
H 2.1532 -0.1247 -1.2104
H 2.2986 1.0476 0.0889

Record 6
DFT (wB97M-V/def2-TZVPD) results for the molecule C5H7N.

Its HOMO-LUMO gap is 9.81 eV. The largest force on an atom comes out at 1.76 eV/Å. The value obtained for the LUMO energy is 1.10 eV. The molar mass comes out at 81.118 g mol⁻¹. As for the SMILES: C1=C[C@@H]2N[C@@H]2C1. The value obtained for the total energy is -6786.0358 eV.

Geometry (Å):
C -0.2788 -0.6909 0.9870
C 0.3777 0.9813 -0.6458
C -0.9451 -0.8889 -0.3596
H -1.7737 -1.5652 -0.4952
C 0.2465 0.7195 0.7912
C -0.4049 -0.1012 -1.2979
H 0.5950 -1.3585 1.0908
H -0.2050 1.4730 1.4554
H 1.8866 -0.2539 -0.0592
H 0.3044 2.0054 -0.9993
H -0.5269 -0.1638 -2.3715
N 1.6194 0.7290 0.0309
H -0.8953 -0.8857 1.8731

Record 7
DFT (wB97M-V/def2-TZVPD) results for the molecule C5H7N.

Its HOMO-LUMO gap is 9.00 eV. The largest force on an atom comes out at 0.62 eV/Å. The value obtained for the LUMO energy is 0.49 eV. The molar mass comes out at 81.118 g mol⁻¹. As for the SMILES: [H]/N=C/C=C=CC. The value obtained for the total energy is -6785.4325 eV.

Geometry (Å):
C 1.0758 -1.0826 -0.0067
H 1.1409 -2.1208 0.3087
H -0.4280 1.4356 1.0834
C -2.1403 0.6768 -0.0989
C 0.0145 -0.3560 0.1530
C 2.2998 -0.2033 -0.1654
N -2.6599 -0.4279 -0.4687
H -2.6867 1.6198 0.0042
C -0.7681 0.6727 0.3844
H 3.1950 -0.8133 -0.1172
H -3.6382 -0.2940 -0.7137
H 2.2862 0.4165 -1.0632
H 2.3092 0.4765 0.7000

Record 8
DFT (wB97M-V/def2-TZVPD) results for the molecule C5H7N.

Its HOMO-LUMO gap is 10.10 eV. The largest force on an atom comes out at 2.76 eV/Å. The value obtained for the LUMO energy is 0.92 eV. The molar mass comes out at 81.118 g mol⁻¹. As for the SMILES: N#CC1CCC1. The value obtained for the total energy is -6784.8635 eV.

Geometry (Å):
C -0.5119 -0.9606 -0.0570
C 0.8021 -0.3254 -0.5154
H -2.2184 0.4063 0.3304
H -0.9611 1.1066 -0.9368
H -0.8018 0.7391 1.3799
C 1.7316 -0.2098 0.6329
H -0.4519 -1.7515 0.6832
H -1.0264 -1.3197 -0.9555
H 0.6718 1.8930 -0.4406
N 2.4239 -0.0996 1.5551
C 0.1232 1.0168 -0.7757
H 1.3258 -0.8476 -1.3229
C -1.1068 0.3524 0.4224

Record 9
DFT (wB97M-V/def2-TZVPD) results for the molecule C5H7N.

Its HOMO-LUMO gap is 9.56 eV. The largest force on an atom comes out at 2.63 eV/Å. The value obtained for the LUMO energy is 1.04 eV. The molar mass comes out at 81.118 g mol⁻¹. As for the SMILES: C#CC/C=N/C. The value obtained for the total energy is -6784.8989 eV.

Geometry (Å):
H 2.3936 -0.2774 0.9834
H -2.3779 0.3501 0.8581
H 2.4754 0.2481 -0.7136
N 0.5700 -0.0151 0.0402
H -0.0756 -2.7384 -0.7536
C -1.7741 0.2376 -0.0504
C -0.6267 -1.8490 -0.5766
C -0.3913 0.7863 0.2000
H -2.2563 0.8271 -0.8395
H -0.2699 1.8292 0.5104
C 1.9434 0.3707 0.2294
C -1.6675 -1.1791 -0.4430
H 2.0569 1.4101 0.5552

Record 10
DFT (wB97M-V/def2-TZVPD) results for the molecule C5H7N.

Its HOMO-LUMO gap is 11.41 eV. The largest force on an atom comes out at 0.99 eV/Å. The value obtained for the LUMO energy is 0.93 eV. The molar mass comes out at 81.118 g mol⁻¹. As for the SMILES: C=C[C@@H](C)C#N. The value obtained for the total energy is -6787.6005 eV.

Geometry (Å):
H 1.7841 1.4240 1.9926
C 1.3886 0.5974 1.4366
C -1.5024 -0.5231 -0.1954
H -1.7622 -0.7226 0.8429
N 0.6371 -0.0535 -2.8893
H 0.1807 1.7139 0.1266
H -1.9614 0.4238 -0.5006
H 1.7524 -0.3763 1.7501
C 0.3702 -0.2213 -1.7829
H -1.9307 -1.2974 -0.8210
H 0.4906 -1.3181 -0.0171
C 0.5407 0.7454 0.4294
C 0.0123 -0.3921 -0.3721

Record 11
DFT (wB97M-V/def2-TZVPD) results for the molecule C5H7N.

Its HOMO-LUMO gap (spin up / spin down) is 7.94 / 7.88 eV. The largest force on an atom comes out at 1.49 eV/Å. The value obtained for the LUMO energy (spin up / spin down) is -0.17 / -0.49 eV. The molar mass comes out at 81.118 g mol⁻¹. As for the SMILES: CC1=C=NCC1. The value obtained for the total energy is -6784.6224 eV.

Geometry (Å):
H -0.3209 1.9569 -1.2236
H -1.5552 -1.0310 0.5522
H 0.9603 1.1531 -2.1678
H -0.7432 0.7972 -2.4843
C 1.0796 -0.9240 -0.4241
H 0.0599 -1.3221 2.4160
H -1.2749 0.6884 0.8644
C -0.0155 1.0131 -1.6913
C 0.3811 -0.6883 1.5845
N 1.2408 -1.5159 0.6782
C 0.0674 -0.0678 -0.6750
C -0.7797 -0.2534 0.5911
H 0.9005 0.1935 1.9799

Record 12
DFT (wB97M-V/def2-TZVPD) results for the molecule C5H7N.

Its HOMO-LUMO gap is 10.62 eV. The largest force on an atom comes out at 1.25 eV/Å. The value obtained for the LUMO energy is 0.88 eV. The molar mass comes out at 81.118 g mol⁻¹. As for the SMILES: C#C/C=N/CC. The value obtained for the total energy is -6785.9213 eV.

Geometry (Å):
H -0.6369 0.9085 -0.7519
H 1.5905 1.4603 -0.0623
H -4.6113 -0.1587 0.1350
H 1.5563 -0.4779 1.5386
H 1.5558 -1.6015 0.1880
C -3.5658 -0.0893 0.0770
N -0.1991 -0.6716 0.5577
H 1.5868 0.3274 -1.4260
C 1.8743 0.4599 -0.3844
H 2.9552 0.3715 -0.3139
C -0.9627 0.1005 -0.0819
C 1.2248 -0.6039 0.5009
C -2.3677 -0.0252 0.0231

Record 13
DFT (wB97M-V/def2-TZVPD) results for a structure of composition C5H7N.

Its HOMO-LUMO gap is 8.67 eV. The largest force on an atom comes out at 0.55 eV/Å. The value obtained for the LUMO energy is 0.70 eV. The molar mass comes out at 81.118 g mol⁻¹. The value obtained for the total energy is -6783.9340 eV.

Geometry (Å):
H 2.1665 0.7877 0.9971
C -1.8150 1.0477 -0.1136
H -0.2542 -1.9576 -0.6178
H -2.5860 -0.8497 -0.7340
C -0.4498 1.2789 0.0957
H 2.1837 -0.9286 0.5498
H -1.4687 -0.9626 0.6583
C -0.4412 -0.9618 -0.2399
C 1.8514 0.0659 0.2379
H 2.3754 0.3191 -0.6910
C 0.3662 0.1239 0.0343
N -1.8131 -0.3552 -0.3016
H -0.0447 2.2607 0.3260

Record 14
DFT (wB97M-V/def2-TZVPD) results for the molecule C5H7N.

Its HOMO-LUMO gap is 8.79 eV. The largest force on an atom comes out at 0.46 eV/Å. The value obtained for the LUMO energy is 0.64 eV. The molar mass comes out at 81.118 g mol⁻¹. The value obtained for the total energy is -6783.8988 eV.

Geometry (Å):
C 1.6250 -0.1689 0.6029
C -0.5970 0.2603 -0.2179
C 2.6635 0.6533 0.7439
H 2.5960 -0.8154 0.8400
H -1.6142 -0.9287 -1.7015
H 2.9018 0.9784 1.7636
H -2.6114 0.3668 -1.0069
H -2.2631 -1.1015 -0.0713
H -1.2049 2.0430 -0.4255
N -0.4024 1.5153 -0.0843
C 0.4601 -0.6770 0.1914
H 0.2920 -1.7456 0.1474
C -1.8452 -0.3801 -0.7819

Record 15
DFT (wB97M-V/def2-TZVPD) results for the molecule C5H7N.

Its HOMO-LUMO gap is 9.23 eV. The largest force on an atom comes out at 2.02 eV/Å. The value obtained for the LUMO energy is 1.16 eV. The molar mass comes out at 81.118 g mol⁻¹. As for the SMILES: C1[C@@H]2[C@H]1[C@@H]1N[C@H]21. The value obtained for the total energy is -6782.5676 eV.

Geometry (Å):
H -2.1644 1.2599 -0.3125
H 2.4513 -0.2377 0.5737
C 1.3548 0.0019 0.4357
H -0.3043 0.7013 -1.9819
H -1.9595 -0.3712 0.4706
N 0.3806 -0.8969 0.9818
H 0.8308 -1.7551 -0.9816
C 0.5715 -0.8289 -0.4886
H 0.6360 -1.7255 1.4591
C -0.3602 0.2843 -0.9853
H 0.0554 2.0947 0.5200
C 0.0004 1.0645 0.2390
C -1.4596 0.4729 -0.0129

Record 16
DFT (wB97M-V/def2-TZVPD) results for a cluster of 2 separate species, C5H7N in total.

Its HOMO-LUMO gap is 9.21 eV. The largest force on an atom comes out at 5.14 eV/Å. The value obtained for the LUMO energy is 0.88 eV. The molar mass comes out at 81.118 g mol⁻¹. As for the SMILES: CC1=CC1.C#N. The value obtained for the total energy is -6784.3095 eV.

Geometry (Å):
H 2.4007 1.7271 0.9544
H 0.3422 -1.3801 1.2251
H 2.3377 1.8268 -0.8116
H 1.4109 -1.8139 -0.1075
N -2.3770 -0.1213 -0.2661
H -0.7762 1.7350 0.0876
C -2.9563 -1.0282 -0.5885
C 1.7789 1.5915 0.1131
C 0.2594 1.4739 0.2291
H -3.7528 -1.7697 -0.8911
H -0.2347 -1.3570 -0.3284
C 0.9239 0.2929 0.1682
C 0.6432 -1.1769 0.2157

Record 17
DFT (wB97M-V/def2-TZVPD) results for a structure of composition C5H7N.

Its HOMO-LUMO gap is 10.29 eV. The largest force on an atom comes out at 1.40 eV/Å. The value obtained for the LUMO energy is 1.11 eV. The molar mass comes out at 81.118 g mol⁻¹. The value obtained for the total energy is -6784.9969 eV.

Geometry (Å):
C 0.3732 1.3218 0.1217
H 0.6491 2.1950 -0.4770
N 0.1657 -0.3616 -1.2677
C 1.1569 0.1202 -0.3080
H 1.0335 -1.9268 0.5580
H -1.6271 -1.4189 -0.1360
C -0.9719 -0.8107 0.4986
H 0.3617 1.5601 1.1885
C 0.4513 -1.0887 0.1477
C -0.8106 0.4672 -0.4013
H -1.6990 0.9198 -0.8580
H 2.1935 0.0176 -0.6107
H -1.2763 -0.9949 1.5445

Record 18
DFT (wB97M-V/def2-TZVPD) results for the molecule C5H7N.

Its HOMO-LUMO gap (spin up / spin down) is 7.40 / 9.40 eV. Its spin multiplicity is 3. The largest force on an atom comes out at 5.84 eV/Å. The value obtained for the LUMO energy (spin up / spin down) is 1.12 / -0.76 eV. The molar mass comes out at 81.118 g mol⁻¹. The value obtained for the total energy is -6782.9417 eV.

Geometry (Å):
H 0.0473 1.1946 1.5859
H -0.5065 -1.7358 1.1499
C 1.3455 1.1940 -0.1252
C 1.8720 -0.3322 -0.0818
C -0.8675 -0.0920 -0.2408
H 1.9630 1.9760 0.3600
C 0.0863 1.0006 0.4448
C -0.1605 -1.5595 0.1168
H -0.7839 0.0410 -1.3491
H -1.8449 -0.2301 0.2079
N 1.2507 -1.3670 0.0941
H 1.5068 1.2531 -1.2374
H -0.3938 -2.3870 -0.6272

Record 19
DFT (wB97M-V/def2-TZVPD) results for a structure of composition C5H7N2.

Its HOMO-LUMO gap is 8.18 eV. The largest force on an atom comes out at 3.71 eV/Å. The charge is +1. The value obtained for the LUMO energy is -5.71 eV. The molar mass comes out at 95.125 g mol⁻¹. The value obtained for the total energy is -8264.9600 eV.

Geometry (Å):
N 0.5714 -1.6434 0.6559
H -2.2091 0.3111 1.1377
N 1.0705 1.0211 0.2425
C -1.3510 0.5637 0.4399
C 1.3634 0.1729 -0.6360
H 1.6558 1.6911 0.5914
H -1.2826 1.5569 0.0705
H -1.0729 0.0067 -1.7386
H 2.2856 0.1216 -1.3356
C 0.0788 0.4956 1.0846
H -1.7516 -1.4248 -0.5504
C -1.1240 -0.5079 -0.6512
H 1.4646 -1.5196 1.0030
C 0.3011 -0.8451 -0.3138

Record 20
DFT (wB97M-V/def2-TZVPD) results for the ion C5H7N2 with charge +1.

Its HOMO-LUMO gap is 7.39 eV. The largest force on an atom comes out at 4.15 eV/Å. The charge is +1. The value obtained for the LUMO energy is -6.77 eV. The molar mass comes out at 95.125 g mol⁻¹. The value obtained for the total energy is -8264.9694 eV.

Geometry (Å):
H 0.2155 -2.3997 0.0112
H -1.8700 1.0460 -0.8399
C 2.3282 0.1195 0.2484
N 1.0810 0.1758 0.3217
H 0.4098 1.7076 -0.8950
H -1.1284 -1.0897 -1.4042
H 0.1678 1.9348 0.8340
H -1.7853 0.6123 0.8805
C -0.2503 -1.4895 0.3591
N -1.0674 -0.8348 -0.4232
H -0.2970 -1.3344 1.4284
C 0.1553 1.1826 0.0342
C -1.2751 0.5418 -0.0803
C 3.3159 -0.1722 -0.4750